Molecular formula: C19H28InN3O5S2
Method: DFT, ωB97M-V with the def2-TZVPD basis set

Calculated values
Calculated total energy, hartree: -2267.4897
Multiplicity: 2
Max |F|, eV Å⁻¹: 0.462
Highest occupied orbital energy (alpha / beta), Eh: -0.3546 / -0.3807
Total charge: +1
Frontier orbital gap (alpha / beta), eV: 7.32 / 7.36
<S²>: 0.7579

Positions of all 58 atoms, in Å:
In (-0.72, -0.98, 0.44)
C (1.14, -1.27, 3.36)
C (1.86, -1.75, 2.09)
N (1.70, -0.80, 0.98)
C (2.23, 0.55, 1.22)
C (1.31, 1.63, 0.66)
N (-0.12, 1.36, 0.88)
C (-0.69, 1.71, 2.19)
C (-0.11, 0.89, 3.34)
N (-0.12, -0.56, 3.09)
H (1.80, -0.64, 3.97)
H (0.93, -2.15, 3.97)
H (1.45, -2.70, 1.76)
H (2.91, -1.92, 2.34)
H (2.06, -1.20, 0.12)
H (3.22, 0.67, 0.77)
H (2.38, 0.67, 2.29)
H (1.45, 1.67, -0.42)
H (1.61, 2.61, 1.06)
H (-0.65, 1.86, 0.17)
H (-1.76, 1.53, 2.12)
H (-0.55, 2.77, 2.41)
H (-0.68, 1.14, 4.24)
H (0.91, 1.21, 3.55)
H (-0.88, -0.99, 3.60)
O (0.81, -1.52, -1.70)
S (0.95, -2.27, -3.01)
C (0.64, -4.02, -2.65)
C (1.98, -4.68, -2.35)
C (2.96, -4.06, -3.34)
C (2.73, -2.55, -3.24)
H (0.16, -4.44, -3.53)
H (-0.09, -4.01, -1.83)
H (1.92, -5.76, -2.44)
H (2.28, -4.46, -1.32)
H (2.74, -4.41, -4.35)
H (4.00, -4.31, -3.12)
H (3.08, -1.98, -4.10)
H (3.17, -2.13, -2.33)
S (-4.32, -0.02, -2.14)
C (-3.02, 0.36, -1.35)
O (-3.15, 2.98, -2.53)
C (-2.19, 2.30, -2.50)
O (-2.08, 1.28, -1.46)
C (-0.98, 2.35, -3.32)
C (0.08, 1.47, -3.12)
C (1.24, 1.56, -3.91)
C (1.26, 2.53, -4.87)
O (2.25, 2.81, -5.74)
C (1.77, 3.88, -6.58)
O (0.49, 4.26, -6.09)
C (0.19, 3.40, -5.08)
C (-0.94, 3.35, -4.32)
H (0.02, 0.70, -2.37)
H (2.07, 0.89, -3.76)
H (1.67, 3.50, -7.60)
H (2.45, 4.72, -6.52)
H (-1.78, 4.02, -4.47)

Mulliken population analysis, charges in e, atoms 1 to 6: atom 1 (In): 0.87, atom 2 (C): -0.85, atom 3 (C): -0.76, atom 4 (N): 0.01, atom 5 (C): -0.88, atom 6 (C): -0.70

***

Molecular formula: C34H42FeN4O3P2S
Method: DFT, ωB97M-V with the def2-TZVPD basis set

Calculated values
Calculated total energy, hartree: -4109.9052
Multiplicity: 5
Max |F|, eV Å⁻¹: 4.488
Highest occupied orbital energy (alpha / beta), Eh: -0.3092 / -0.3092
Total charge: 0
Frontier orbital gap (alpha / beta), eV: 6.55 / 6.19
<S²>: 6.0123

Positions of all 87 atoms, in Å:
Fe (0.27, -3.04, 1.91)
C (-1.19, 2.29, 2.95)
C (-1.71, 1.56, 1.95)
C (-1.27, 1.59, 0.52)
C (0.02, 0.82, 0.19)
C (1.37, 1.44, 0.47)
C (1.64, 2.38, 1.37)
C (0.75, 3.54, 1.68)
C (-0.12, 3.36, 2.93)
C (2.35, -2.89, 2.46)
H (-1.53, 2.06, 3.97)
H (-2.62, 0.97, 2.16)
H (-1.21, 2.62, 0.14)
H (-2.09, 1.09, -0.03)
H (-0.06, -0.15, 0.71)
H (-0.01, 0.54, -0.87)
H (2.20, 0.88, -0.03)
H (2.59, 2.37, 1.90)
H (0.17, 3.83, 0.79)
H (1.48, 4.33, 1.91)
H (0.55, 3.09, 3.78)
H (-0.52, 4.37, 3.16)
H (2.44, -1.79, 2.35)
H (3.25, -3.34, 2.01)
H (2.33, -3.18, 3.51)
P (1.60, -1.19, -2.75)
P (-2.04, -0.51, -2.59)
N (2.93, -0.07, -3.18)
N (2.22, -2.40, -3.96)
N (-2.16, 1.20, -3.20)
N (-3.57, -0.94, -3.48)
C (0.44, -0.41, -4.00)
C (-0.95, -1.08, -4.00)
C (4.00, 0.18, -2.32)
C (4.92, 0.99, -2.97)
C (4.43, 1.23, -4.28)
C (3.20, 0.58, -4.38)
C (2.43, -3.74, -3.61)
C (2.91, -4.42, -4.73)
C (2.97, -3.49, -5.81)
C (2.53, -2.26, -5.32)
C (-2.34, 2.30, -2.36)
C (-2.17, 3.48, -3.08)
C (-1.97, 3.09, -4.45)
C (-1.93, 1.70, -4.50)
C (-4.31, -0.30, -4.49)
C (-5.31, -1.17, -4.94)
C (-5.16, -2.40, -4.22)
C (-4.07, -2.25, -3.37)
H (0.83, -0.55, -5.01)
H (0.38, 0.67, -3.81)
H (-1.42, -0.87, -4.98)
H (-0.89, -2.18, -3.89)
H (3.98, -0.23, -1.33)
H (5.84, 1.38, -2.55)
H (4.89, 1.79, -5.08)
H (2.51, 0.58, -5.20)
H (2.21, -4.06, -2.61)
H (3.19, -5.46, -4.77)
H (3.29, -3.66, -6.82)
H (2.41, -1.33, -5.85)
H (-2.66, 2.19, -1.34)
H (-2.22, 4.48, -2.68)
H (-1.91, 3.74, -5.32)
H (-1.81, 1.05, -5.36)
H (-4.07, 0.71, -4.81)
H (-6.05, -0.94, -5.69)
H (-5.78, -3.28, -4.32)
H (-3.59, -2.95, -2.69)
C (0.24, 0.71, 10.16)
C (0.00, 0.19, 8.76)
C (0.04, -1.19, 8.52)
C (-0.22, -1.75, 7.26)
C (-0.47, -0.94, 6.13)
C (-0.43, 0.45, 6.35)
C (-0.21, 1.00, 7.63)
S (-1.31, -1.73, 4.70)
O (-1.76, -2.96, 5.35)
O (-2.31, -0.74, 4.34)
O (-0.40, -2.00, 3.55)
H (-0.54, 0.43, 10.87)
H (1.17, 0.30, 10.56)
H (0.33, 1.79, 10.19)
H (0.23, -1.86, 9.36)
H (-0.30, -2.84, 7.20)
H (-0.64, 1.13, 5.51)
H (-0.22, 2.08, 7.78)

Mulliken population analysis, charges in e, atoms 1 to 6: atom 1 (Fe): 0.56, atom 2 (C): -0.94, atom 3 (C): -0.97, atom 4 (C): -0.46, atom 5 (C): 2.04, atom 6 (C): -0.22